This record from the Open Molecules 2025 dataset describes 11 unconnected molecules or ions with the total composition C42H63O32 in a non-equilibrium geometry. The level of theory is wB97M-V/def2-TZVPD.

Properties
ΔE to the lowest compared entry with this formula, charge and spin: 101.3 kcal per mole
E_LUMO: 1.04 eV
HOMO-LUMO gap: 8.60 eV
Maximum force: 5.8 eV Å⁻¹
Energy: -4046.046826 hartree

```
! RIJCOSX wB97M-V def2-TZVPD def2/J DEFGRID3
* xyz -1 1
O 2.1008 -1.2004 4.9082
O 5.8660 2.5769 -3.5502
O 1.6276 -7.0730 -2.3485
O -3.2496 3.9719 4.5381
O -3.7742 -4.2744 -1.9995
O -4.6005 4.3601 -2.2334
O 3.7961 3.1589 -3.1040
O -3.1696 1.6834 4.0017
O -5.4942 -2.9634 -2.3438
O -0.4862 -5.6066 0.3722
O -4.1734 5.6423 -0.3272
O -5.7030 -5.1973 -2.6174
O 5.2412 -2.9777 0.8356
O 1.8865 -4.9072 -2.9002
O 1.7598 3.3887 1.6038
O -1.9679 -4.6267 1.7107
O -1.4311 -1.6091 -4.5843
O 0.4036 -1.3509 -0.8263
O -0.1866 3.7790 2.5990
O 3.7119 0.1921 4.5725
O -2.6111 -1.4755 -6.5425
O -2.3866 -6.7455 0.9868
O -2.6235 4.2857 -1.1851
O -2.1359 0.3476 -5.2962
O 4.4351 1.1799 -2.5161
O -0.1325 -5.6005 -2.6664
O 5.2189 -4.5998 2.4610
O -1.5178 -0.4591 -0.1891
O -3.7011 3.1516 2.4775
O 4.1870 -1.8739 5.4384
O 3.4097 -3.3743 2.0442
O 1.7766 4.5266 3.4677
C 1.0171 3.9468 2.5402
C -2.0807 4.7122 0.0308
C -3.9444 1.8931 1.9188
C 2.5811 0.8936 4.0507
C 4.7828 2.2659 -3.1179
C -3.3548 3.0419 3.7371
C -0.2528 -0.4671 -0.2464
C -3.2384 -2.9915 -1.6818
C -0.6877 5.2883 -0.2404
C 1.4889 -3.4394 -4.7249
C -0.9260 -0.6687 -3.6430
C 2.7747 2.7087 -2.2307
C -3.4728 -0.5742 2.8317
C 3.0722 3.9759 1.7681
C 1.0583 -3.8931 -3.3124
C -2.3066 1.5090 -3.2578
C 2.9814 4.8516 2.9156
C -3.0788 5.7523 0.5556
C 3.0965 -2.2931 1.2498
C 4.0218 4.6534 4.0027
C 3.0813 1.2639 -2.0684
C 4.6726 -3.6907 1.8340
C -1.0300 -3.6424 1.4273
C -3.1088 0.9659 2.7814
C -4.8666 -1.1817 -0.9263
C -0.4043 -3.0635 2.6806
C 1.1730 -5.9623 -2.6338
C 0.5638 0.6841 0.4357
C -5.0764 -4.1909 -2.2510
C 0.2831 0.3205 4.6497
C -3.8508 4.7273 -1.2879
C -0.3431 -4.3558 -3.1559
C -0.0566 -4.2712 0.5026
C 3.3815 -1.0384 5.0230
C 1.5352 -0.2191 4.0484
C 4.3376 -2.0281 0.3472
C -1.3535 0.7121 -4.1986
C 1.4237 3.0790 -2.9063
C -2.0536 -0.9732 -5.5846
C 4.0595 -2.3073 -1.1482
C -4.4078 -2.0886 -2.0896
C -1.6413 -5.7648 1.0252
H 2.9046 3.2042 -1.2686
H -2.9800 -0.9529 3.7271
H -0.1158 1.2200 4.1809
H -2.1336 3.8688 0.7192
H 3.7487 -3.3460 -1.2609
H 0.2988 -2.3163 2.3124
H 3.2919 -1.6854 -1.6087
H 5.0666 4.5851 3.6997
H 2.8428 1.1716 3.0297
H -3.6284 1.8897 0.8756
H 3.2999 4.5282 0.8564
H -5.1224 -1.6595 0.0193
H -5.7564 -0.6169 -1.2046
H -2.6918 6.7611 0.4118
H 0.5071 2.9665 -2.3273
H 3.8560 3.6964 4.4975
H 0.9835 -2.5482 -5.0970
H -0.5758 5.9377 -1.1086
H 1.3553 -0.5611 3.0292
H 2.9505 5.8496 2.4784
H -2.3972 -2.6128 -2.2624
H 3.1416 -1.4001 1.8731
H 1.4953 4.1417 -3.1380
H -0.4758 1.3069 -4.4513
H -4.1565 -1.4016 -2.8976
H 3.8708 3.2594 1.9601
H 2.5445 -3.1739 -4.7825
H 2.2021 -2.3634 0.6306
H 0.1451 -3.7097 3.3652
H 1.1128 -2.9344 -2.7967
H 1.2710 -4.2394 -5.4325
H -3.0027 -2.9039 -0.6212
H 4.7337 -1.0245 0.5019
H -3.1655 0.8601 -3.0865
H -2.1093 1.1021 2.3684
H -0.6724 -3.7146 -2.3382
H 2.2932 1.8094 4.5670
H -3.3271 5.5327 1.5940
H -4.5282 -0.7874 3.0015
H 0.4361 0.7429 5.6428
H 1.4211 2.6334 -3.9011
H 0.1200 4.5597 -0.3102
H -1.3160 -0.8089 -2.6349
H 0.1632 -0.6451 -3.6801
H 3.9315 5.4431 4.7486
H -4.1307 -0.4724 -0.5475
H -0.4785 -0.4559 4.7229
H 0.8967 -4.3218 1.0287
H 1.6014 0.3648 0.5331
H 2.8852 0.8225 -1.0913
H 4.9830 -2.2323 -1.7222
H -5.0012 1.6262 1.9149
H -0.0225 -3.8053 -0.4822
H -2.6902 2.4758 -3.5838
H -1.7579 1.7215 -2.3403
H -0.3418 5.8221 0.6448
H 0.5669 1.6063 -0.1454
H -0.9584 -4.2840 -4.0527
H -1.1328 -2.5592 3.3154
H -3.2087 -1.0921 1.9097
H 2.4660 0.6180 -2.6947
H 0.0799 0.8682 1.3949
H -1.5150 -2.8363 0.8768
*
```

Results of the Mulliken charge analysis, in e, for atoms 1 through 99: number 1, O, carries -0.4628; number 2, O, carries -0.6221; number 3, O, carries -0.6347; number 4, O, carries -0.6268; number 5, O, carries -0.4343; number 6, O, carries -0.6377; number 7, O, carries -0.4727; number 8, O, carries -0.5100; number 9, O, carries -0.3882; number 10, O, carries -0.3687; number 11, O, carries -0.3485; number 12, O, carries -0.6463; number 13, O, carries -0.4084; number 14, O, carries -0.3628; number 15, O, carries 0.7030; number 16, O, carries -0.5468; number 17, O, carries -0.2233; number 18, O, carries 0.0570; number 19, O, carries -0.5351; number 20, O, carries -0.4614; number 21, O, carries -0.6087; number 22, O, carries -0.6208; number 23, O, carries -0.2076; number 24, O, carries -0.4017; number 25, O, carries -0.3965; number 26, O, carries -0.3835; number 27, O, carries -0.6129; number 28, O, carries -0.2004; number 29, O, carries -0.2457; number 30, O, carries -0.6074; number 31, O, carries -0.4449; number 32, O, carries -0.3675; number 33, C, carries 0.0081; number 34, C, carries 2.1176; number 35, C, carries -0.3122; number 36, C, carries 0.0047; number 37, C, carries 0.5525; number 38, C, carries 0.5852; number 39, C, carries -0.3322; number 40, C, carries 1.7561; number 41, C, carries -1.7349; number 42, C, carries -1.7387; number 43, C, carries 1.9331; number 44, C, carries 1.6302; number 45, C, carries -1.2638; number 46, C, carries -0.7925; number 47, C, carries 1.7114; number 48, C, carries -0.9508; number 49, C, carries 0.4074; number 50, C, carries -0.4502; number 51, C, carries 1.8133; number 52, C, carries -1.4899; number 53, C, carries 1.3541; number 54, C, carries 0.4671; number 55, C, carries 2.6395; number 56, C, carries 2.1865; number 57, C, carries -1.9441; number 58, C, carries -1.5194; number 59, C, carries 0.5820; number 60, C, carries 1.2290; number 61, C, carries 0.4279; number 62, C, carries -2.0703; number 63, C, carries 0.5362; number 64, C, carries 1.2208; number 65, C, carries 1.1598; number 66, C, carries 0.5334; number 67, C, carries 3.0920; number 68, C, carries 0.5829; number 69, C, carries 0.7926; number 70, C, carries -1.4201; number 71, C, carries 0.5972; number 72, C, carries -1.3294; number 73, C, carries 1.3113; number 74, C, carries 0.3859; number 75, H, carries -0.5310; number 76, H, carries 0.3961; number 77, H, carries 0.2847; number 78, H, carries -0.8814; number 79, H, carries 0.4415; number 80, H, carries -0.0735; number 81, H, carries -0.1010; number 82, H, carries 0.3786; number 83, H, carries -0.1289; number 84, H, carries 0.0992; number 85, H, carries 0.4734; number 86, H, carries 0.4133; number 87, H, carries 0.4723; number 88, H, carries 0.3302; number 89, H, carries 0.2039; number 90, H, carries 0.3021; number 91, H, carries 0.2067; number 92, H, carries 0.4519; number 93, H, carries -1.2458; number 94, H, carries 0.3162; number 95, H, carries -1.0448; number 96, H, carries -0.9850; number 97, H, carries 0.4565; number 98, H, carries 0.0425; number 99, H, carries -0.0354